The following is a quantum chemistry calculation of C3HFO2 in the gas phase in a non-equilibrium geometry, from the Open Molecules 2025 dataset.

Computed properties:
- HOMO-LUMO gap (alpha / beta) (hartree) = 0.2790 / 0.2800
- strongest force on any atom (eV/A) = 2.2
- E_HOMO (alpha / beta) (eV) = -9.57 / -9.59
- DFT total energy (Eh) = -365.0852
- energy above the lowest of the compared OMol25 structures with the same formula, charge and spin (kcal/mol) = 59.9
- LUMO (alpha / beta) (eV) = -1.97 / -1.97

Each atom is followed by the atoms it is bonded to, with distances in Å.
Atoms and positions in Å:
1 O -0.28068 -1.46742 -0.53686  C3 1.225
2 C 0.21238 0.67219 0.21855  C3 1.521, O4 1.209, C5 1.510
3 C 0.61524 -0.63678 -0.44298  O1 1.225, C2 1.521, H6 1.107
4 O 0.79424 1.72228 0.07656  C2 1.209
5 C -1.25823 0.69957 0.56096  C2 1.510, F7 1.286
6 H 1.52691 -0.62709 -1.07160  C3 1.107
7 F -1.60986 -0.36276 1.19538  C5 1.286